No. 1
Density functional theory data (ωB97M-V with the def2-TZVPD basis set) for a structure of composition C20H50N2O4Si2V at a distorted geometry.

Each line ends with the Mulliken spin population.
CARTESIAN COORDINATES (ANGSTROEM)
O  2.4538  -1.0176  -1.1751  0.00
O  1.2160  -2.1513  -2.8089  0.00
C  2.6209  0.4108  -1.3855  0.00
C  3.8824  0.9836  -0.7722  0.00
H  1.6941  0.8838  -1.0157  0.00
H  2.6425  0.5259  -2.4712  0.00
H  3.7979  1.1042  0.3101  0.00
H  4.0850  1.9753  -1.1667  0.00
H  4.7747  0.3964  -0.9927  0.00
C  2.9256  -1.5379  0.1222  0.00
C  3.6543  -2.7511  -0.3391  0.00
H  2.0460  -1.7256  0.7609  0.00
H  3.6098  -0.8415  0.6367  0.00
H  3.0058  -3.3828  -0.9584  0.00
H  4.0659  -3.3305  0.4849  0.00
H  4.5164  -2.4447  -0.9435  0.00
C  0.1393  -2.9972  -2.2846  -0.01
C  1.2999  -2.0902  -4.2834  0.00
C  0.6355  -4.0130  -1.3070  0.00
H  -0.3221  -3.4901  -3.1689  0.00
H  -0.6308  -2.3215  -1.8498  0.00
H  1.5292  -4.5704  -1.6528  0.00
H  -0.2101  -4.7151  -1.2122  0.00
H  0.8668  -3.5901  -0.3173  0.00
C  2.5489  -2.8676  -4.6400  0.00
H  1.3578  -1.0046  -4.5233  0.00
H  0.3816  -2.5378  -4.6638  0.00
H  3.4252  -2.6150  -4.0088  0.00
H  2.8492  -2.6868  -5.6820  0.00
H  2.3400  -3.9417  -4.4984  0.00
H  2.0372  -1.8817  -2.2179  0.00
V  -1.2805  1.0094  1.5575  2.09
C  -1.6152  0.3106  -0.1639  -0.02
Si  -2.1523  0.8905  -1.8798  0.00
H  -1.8072  -0.7883  -0.0450  0.02
H  -0.4703  0.3325  -0.0713  -0.11
C  -0.7563  1.7344  -2.7929  0.00
C  -3.6756  1.8955  -1.4942  0.00
C  -2.4937  -0.6128  -2.9746  0.00
C  -0.5395  2.8547  0.7690  -0.03
Si  -1.5828  3.7193  2.0151  -0.01
H  -0.8228  2.8229  -0.3087  0.01
H  0.5634  2.9968  0.8806  0.01
C  -3.1168  4.5160  1.2638  0.01
C  -0.6128  4.9468  3.0680  0.01
C  -2.3108  2.3731  3.1331  0.01
H  -3.2837  -0.3675  -3.7103  0.00
H  -2.7871  -1.4779  -2.3717  0.00
H  -1.5667  -0.9032  -3.5044  0.00
H  -0.3725  2.6708  -2.3764  0.00
H  -1.0895  1.9372  -3.8217  0.00
H  0.1164  1.0519  -2.8743  0.00
H  -3.4567  2.8509  -1.0062  0.00
H  -4.2742  1.3201  -0.7804  0.00
H  -4.2799  2.1004  -2.3874  0.00
H  0.0802  5.5101  2.4247  0.00
H  -0.0130  4.4408  3.8376  0.00
H  -1.2421  5.6846  3.5857  0.00
H  -1.7604  2.1780  4.0643  0.00
H  -2.6871  1.4181  2.6675  -0.01
H  -3.2501  2.8664  3.4418  0.00
H  -3.5065  5.3387  1.8787  0.00
H  -3.9295  3.7847  1.1266  0.00
H  -2.8576  4.9239  0.2791  0.00
C  1.0503  -0.9883  4.3327  0.00
C  -0.1166  -0.6337  3.5033  0.04
N  0.1727  0.3155  2.6123  -0.13
O  1.5668  0.6481  2.7521  0.00
C  -1.4013  -1.2311  3.4350  -0.02
C  -1.8825  -2.3645  4.2764  0.01
N  -2.1959  -0.6824  2.4740  0.01
O  -3.3347  -1.1816  2.1368  0.11
H  1.8669  -1.3867  3.7159  0.00
H  0.7087  -1.7677  5.0138  0.00
H  1.4750  -0.1553  4.8982  0.00
H  1.7291  1.3407  2.0697  0.00
H  -2.9344  -2.5382  4.0578  0.00
H  -1.3622  -3.2797  3.9643  0.00
H  -1.7475  -2.1989  5.3522  0.00

Computed properties:
Gap between HOMO and LUMO (spin up / spin down) (Eh): 0.278 / 0.276
⟨S²⟩: 2.039
Multiplicity: 3
Charge: +1


No. 2
Density functional theory data (ωB97M-V with the def2-TZVPD basis set) for a cluster of 8 separate species, C20H51Cl4O20P4 in total at a distorted geometry.

Each line ends with the Mulliken charge.
CARTESIAN COORDINATES (ANGSTROEM)
C  -2.0237  -0.3516  1.0879  0.96
C  -0.6204  -0.5784  1.5732  0.04
O  -0.4880  -1.2815  2.5861  -0.74
O  0.3495  -0.1867  0.8954  -0.50
H  -2.2353  0.7024  0.9080  -0.39
H  -2.7101  -0.6588  1.8770  0.19
H  -2.2280  -0.9402  0.1936  -0.38
C  -1.2275  2.8936  3.3112  0.37
Cl  -2.9439  2.4575  3.3876  -0.16
Cl  -1.1191  4.6394  3.0083  -0.18
H  -0.8069  2.6415  4.2847  0.44
H  -0.8237  2.3294  2.4705  -0.51
C  -2.8892  -2.6650  4.3220  0.45
Cl  -3.9072  -1.6604  5.3307  -0.21
Cl  -3.2831  -4.3468  4.6904  -0.22
H  -3.0373  -2.5730  3.2460  -0.25
H  -1.8811  -2.3908  4.6327  0.21
C  3.9673  -2.9738  -2.1148  -0.43
O  4.4370  -1.6850  -2.4067  -0.43
P  3.7411  -0.3816  -1.7099  1.26
O  3.5434  -0.6088  -0.2717  -0.44
O  2.4084  -0.1212  -2.6050  -0.54
C  1.1649  -0.7308  -2.2711  0.52
O  4.7803  0.7275  -2.1962  -0.46
C  6.0303  0.8545  -1.6043  -0.68
H  4.6753  -3.5061  -1.4796  0.33
H  3.9454  -3.5778  -3.0220  0.32
H  2.9850  -3.0073  -1.6436  -0.06
H  0.6211  -1.0255  -3.1686  0.11
H  0.6166  0.0845  -1.7991  -0.28
H  1.3283  -1.5884  -1.6185  -0.10
H  6.0520  1.5905  -0.8006  0.15
H  6.8137  0.9821  -2.3514  0.31
H  6.2494  -0.0478  -1.0335  0.33
C  3.1313  -5.9534  -0.0112  -0.62
O  1.7389  -5.8873  0.2052  -0.42
P  0.9330  -4.5061  0.0624  1.25
O  1.5711  -3.2906  0.7100  -0.56
O  -0.5446  -4.8985  0.6036  -0.54
C  -1.5335  -3.8636  0.5378  0.43
O  0.7141  -4.3555  -1.5244  0.04
C  0.3840  -5.4840  -2.2925  -0.94
H  3.5852  -4.9639  -0.0662  0.21
H  3.2707  -6.3976  -0.9968  0.27
H  3.5838  -6.5974  0.7430  0.28
H  -1.9649  -3.6714  1.5202  -0.19
H  -2.3067  -4.2185  -0.1436  0.30
H  -1.1439  -2.9012  0.2059  -0.37
H  -0.4685  -5.4588  -2.9713  0.24
H  0.2874  -6.4420  -1.7815  0.36
H  1.2298  -5.5285  -2.9786  0.33
C  -1.2755  5.7128  -1.3890  -0.80
O  -2.0083  4.6629  -0.7603  -0.06
P  -3.2253  3.8790  -1.4837  0.11
O  -3.3568  3.9794  -2.9516  -0.80
O  -2.9485  2.3998  -0.9666  0.94
C  -1.8842  1.6925  -1.5947  -0.26
O  -4.5525  4.2534  -0.6724  -0.41
C  -4.4639  4.5369  0.7021  -0.48
H  -0.2068  5.6429  -1.1862  0.15
H  -1.7334  6.5848  -0.9221  0.30
H  -1.4269  5.6796  -2.4679  0.37
H  -1.1671  1.1842  -0.9501  -0.31
H  -1.3421  2.4056  -2.2157  0.56
H  -2.1966  0.8839  -2.2555  0.04
H  -3.4536  4.5354  1.1115  0.10
H  -5.0903  3.9061  1.3328  0.26
H  -4.8915  5.5043  0.9655  0.28
C  2.3899  3.9727  3.4715  -0.59
O  3.4700  4.0468  2.5659  -0.43
P  3.7229  2.8298  1.5138  1.28
O  3.3800  1.4608  1.9842  -0.57
O  2.9079  3.2713  0.2056  -0.53
C  1.5886  2.8822  -0.0092  0.38
O  5.2873  2.9718  1.1362  -0.42
C  6.3459  2.4060  1.9466  -0.74
H  2.8944  3.8054  4.4232  0.30
H  1.6508  3.1853  3.3241  0.21
H  1.9854  4.9809  3.5609  0.25
H  1.0489  2.8807  0.9378  -0.12
H  1.5669  1.9126  -0.5067  -0.02
H  1.1215  3.6457  -0.6313  0.03
H  7.2904  2.6124  1.4431  0.24
H  6.2372  1.3216  1.9268  0.30
H  6.3327  2.8503  2.9418  0.32
O  -4.3454  -2.0425  -3.5891  -0.65
C  -3.5760  -1.7622  -2.6817  0.34
O  -3.8669  -1.0710  -1.5622  -0.06
C  -5.1924  -0.6473  -1.3156  -0.41
C  -5.4395  -0.1954  0.1058  -0.98
C  -2.2006  -2.3303  -2.7029  -0.08
H  -5.9385  -1.4105  -1.5367  0.43
H  -5.4207  0.1324  -2.0422  0.33
H  -4.6630  0.4965  0.4321  0.08
H  -5.3935  -1.0147  0.8232  0.32
H  -6.4148  0.2610  0.2752  0.41
H  -1.6261  -2.0081  -3.5714  0.31
H  -2.2466  -3.4040  -2.8844  0.27
H  -1.6254  -2.0809  -1.8113  -0.29

Computed properties:
Gap between HOMO and LUMO (Eh): 0.250
Multiplicity: 1
Charge: -1